(1)
Below is a cluster of 3 separate species, C3H10O3 in total at a distorted geometry, with properties calculated with ωB97M-V/def2-TZVPD.

```
16
C3H10O3 (ωB97M-V/def2-TZVPD)
C -0.22 -0.76 -2.26
C 0.17 -0.35 -0.98
O -0.37 -0.84 0.09
C 1.25 0.62 -0.68
H 0.07 -0.32 -3.21
H -0.92 -1.58 -2.34
H -1.32 -1.05 -0.02
H 1.28 1.33 -1.52
H 1.01 1.12 0.25
H 2.28 0.26 -0.75
H -2.63 0.48 1.47
H -2.91 -1.14 1.29
O -3.00 -0.23 0.95
H 1.69 1.61 2.62
H 2.04 0.17 2.23
O 1.56 0.70 2.88
```

Properties
HOMO level (spin up / spin down): -14.8 / -14.8 eV
⟨S²⟩: 0.755
Multiplicity: 2
Orbital gap (spin up / spin down): 10.3 / 6.6 eV
Energy above the lowest of the compared OMol25 structures with the same formula, charge and spin: 12.92 kcal/mol
Charge: +1
Total energy: -9406.1207 eV
F_max: 1.84 eV/Å

Mulliken population analysis, charges in e, atoms 1 to 6: number 1, C, carries -0.85; number 2, C, carries 1.04; number 3, O, carries -0.25; number 4, C, carries -0.90; number 5, H, carries 0.33; number 6, H, carries 0.32


(2)
Below is a structure of composition C18H26BCeF4N3S4 at a distorted geometry, with properties calculated with ωB97M-V/def2-TZVPD.

```
57
C18H26BCeF4N3S4 (ωB97M-V/def2-TZVPD)
Ce -0.39 -0.18 -0.66
C -4.35 2.38 -0.62
C -3.10 2.40 0.22
C -1.88 2.79 -0.30
C -0.74 2.86 0.49
C -0.80 2.49 1.83
C -2.02 2.08 2.36
C -3.15 2.04 1.57
H -4.82 1.39 -0.61
H -4.13 2.64 -1.66
H -5.08 3.09 -0.24
H -1.84 3.13 -1.33
H 0.17 3.28 0.10
H 0.07 2.56 2.46
H -2.08 1.80 3.41
H -4.10 1.74 2.00
C -0.48 -3.50 2.18
C -0.89 -2.23 2.91
S 0.00 -0.73 2.48
C 1.71 -1.06 2.93
C 2.54 -1.95 2.00
S 2.41 -1.51 0.26
C 2.28 -3.13 -0.53
C 1.21 -4.08 0.01
S -0.40 -3.34 0.39
H -1.20 -4.28 2.42
H 0.49 -3.85 2.54
H -0.81 -2.37 3.99
H -1.93 -1.98 2.70
H 1.71 -1.46 3.94
H 2.16 -0.07 2.99
H 2.27 -3.00 2.11
H 3.59 -1.87 2.30
H 3.26 -3.62 -0.50
H 2.09 -2.88 -1.57
H 1.55 -4.59 0.91
H 1.05 -4.85 -0.74
C 0.52 2.24 -3.41
C 1.59 2.13 -2.37
N 1.47 1.58 -1.17
C 2.70 1.76 -0.55
C 3.55 2.40 -1.38
N 2.83 2.63 -2.53
H -0.39 1.75 -3.09
H 0.84 1.77 -4.34
H 0.28 3.28 -3.61
H 2.89 1.41 0.46
H 4.58 2.69 -1.27
H 3.18 3.04 -3.38
F -1.96 -1.90 -1.70
B -2.83 -0.91 -1.24
F -2.41 -0.71 0.17
F -4.14 -1.09 -1.37
F -2.32 0.30 -1.87
S 2.82 -0.68 -4.34
C 1.65 -0.86 -3.26
N 0.80 -1.00 -2.45
```

Properties
HOMO level (spin up / spin down): -11.2 / -11.2 eV
⟨S²⟩: 0.751
Multiplicity: 2
Orbital gap (spin up / spin down): 8.8 / 8.9 eV
Energy above the lowest of the compared OMol25 structures with the same formula, charge and spin: 8.31 kcal/mol
Charge: +1
Total energy: -91379.5748 eV
F_max: 3.86 eV/Å

Mulliken population analysis, charges in e, atoms 1 to 6: number 1, Ce, carries 0.71; number 2, C, carries -1.70; number 3, C, carries 0.81; number 4, C, carries -0.35; number 5, C, carries -0.93; number 6, C, carries -0.33


(3)
Below is a cluster of 6 separate species, C39H60BNO21S in total, with properties calculated with ωB97M-V/def2-TZVPD.

```
123
C39H60BNO21S (ωB97M-V/def2-TZVPD)
C 0.98 3.70 -8.43
O 0.33 2.47 -8.21
C 0.87 1.67 -7.16
C 0.72 0.18 -7.51
C -0.35 -0.57 -6.70
C 0.20 -1.34 -5.48
C 0.11 -0.56 -4.16
C -1.13 -0.91 -3.34
C -0.97 -2.25 -2.61
C -0.18 -2.18 -1.30
C -0.76 -1.19 -0.28
C -0.31 -1.38 1.19
C 1.04 -2.05 1.32
O 2.09 -1.29 0.68
S 2.14 0.25 1.05
O 3.50 0.61 1.32
O 1.49 0.98 -0.01
C 1.08 0.34 2.51
C 1.24 1.75 3.14
C 1.59 1.70 4.63
O 0.71 1.54 5.45
C 3.00 1.87 5.10
C 4.12 1.57 4.32
C 5.40 1.72 4.84
C 5.57 2.19 6.14
C 4.46 2.50 6.92
C 3.18 2.34 6.40
C -0.35 -0.04 1.99
B -1.51 0.02 3.10
O -2.31 -1.10 3.32
N -1.76 1.25 3.81
C -2.74 2.07 3.07
C -2.26 1.01 5.17
H 0.22 4.46 -8.63
H 1.56 4.01 -7.56
H 1.64 3.63 -9.30
H 1.92 1.92 -7.00
H 0.33 1.90 -6.23
H 1.69 -0.30 -7.34
H 0.50 0.13 -8.57
H -0.87 -1.26 -7.36
H -1.10 0.15 -6.35
H -0.31 -2.30 -5.39
H 1.25 -1.58 -5.67
H 1.01 -0.76 -3.56
H 0.11 0.52 -4.36
H -1.36 -0.11 -2.64
H -1.98 -0.99 -4.03
H -1.94 -2.73 -2.43
H -0.42 -2.93 -3.27
H 0.84 -1.86 -1.55
H -0.13 -3.19 -0.89
H -0.54 -0.18 -0.61
H -1.85 -1.31 -0.31
H -1.01 -2.10 1.64
H 1.05 -3.03 0.83
H 1.31 -2.23 2.36
H 1.41 -0.40 3.24
H 0.29 2.28 3.05
H 1.99 2.34 2.61
H 4.01 1.20 3.31
H 6.26 1.48 4.24
H 6.57 2.30 6.54
H 4.58 2.85 7.94
H 2.31 2.56 7.01
H -0.61 0.75 1.27
H -2.69 -1.42 2.50
H -3.73 1.60 3.04
H -2.85 3.03 3.58
H -2.37 2.28 2.07
H -3.32 0.77 5.20
H -1.71 0.19 5.65
H -2.09 1.89 5.79
O 8.49 0.29 6.82
C 9.04 1.14 7.44
O 8.88 2.47 7.23
C 9.51 3.18 8.30
C 10.52 2.17 8.80
O 9.90 0.93 8.46
H 9.95 4.10 7.92
H 8.75 3.42 9.05
H 11.48 2.24 8.27
H 10.70 2.22 9.87
O 2.79 -5.20 -3.17
C 3.39 -4.33 -2.63
O 3.45 -3.05 -3.06
C 4.08 -2.26 -2.05
C 4.89 -3.29 -1.29
O 4.13 -4.48 -1.50
H 4.68 -1.47 -2.49
H 3.30 -1.81 -1.43
H 5.89 -3.43 -1.70
H 4.97 -3.08 -0.22
O -4.38 1.79 7.92
C -4.89 2.66 7.31
O -4.85 2.78 5.96
C -5.76 3.81 5.57
C -5.86 4.65 6.83
O -5.60 3.68 7.85
H -5.36 4.36 4.72
H -6.71 3.35 5.29
H -5.10 5.42 6.88
H -6.84 5.09 6.99
O -3.60 -0.09 -5.50
C -4.62 -0.43 -5.00
O -5.09 -1.70 -5.02
C -6.21 -1.78 -4.13
C -6.68 -0.34 -4.07
O -5.47 0.38 -4.33
H -6.95 -2.47 -4.53
H -5.85 -2.15 -3.16
H -7.40 -0.11 -4.86
H -7.09 -0.05 -3.11
O -8.39 -4.21 -5.73
C -7.50 -4.53 -6.44
O -7.54 -5.53 -7.35
C -6.36 -5.45 -8.16
C -5.39 -4.70 -7.26
O -6.29 -3.92 -6.45
H -6.03 -6.45 -8.43
H -6.60 -4.89 -9.07
H -4.83 -5.37 -6.61
H -4.71 -4.05 -7.79
```

Properties
HOMO level: -8.6 eV
Multiplicity: 1
Orbital gap: 8.8 eV
SMILES: COCCCCCCCCC[C@H]1COS(=O)(=O)[C@@H](CC(=O)c2ccccc2)[C@@H]1B(O)N(C)C.O=C1OCCO1.O=C1OCCO1.O=C1OCCO1.O=C1OCCO1.O=C1OCCO1
Total energy: -97416.0533 eV
F_max: 0.92 eV/Å

Mulliken population analysis, charges in e, atoms 1 to 6: number 1, C, carries -0.72; number 2, O, carries -0.36; number 3, C, carries -0.44; number 4, C, carries -0.89; number 5, C, carries -0.59; number 6, C, carries -0.83


(4)
Below is a structure of composition C21H26MoN4O5S2Si at a distorted geometry, with properties calculated with ωB97M-V/def2-TZVPD.

```
60
C21H26MoN4O5S2Si (ωB97M-V/def2-TZVPD)
Mo 0.80 0.11 0.15
C 1.24 -0.05 -5.41
Si -0.52 -0.66 -5.14
C -0.76 -2.24 -6.16
C -1.82 0.63 -5.61
C -0.95 -1.13 -3.34
C -1.87 -2.14 -3.06
C -2.23 -2.47 -1.76
C -1.62 -1.81 -0.72
N -0.75 -0.83 -0.95
C -0.44 -0.47 -2.21
S 0.71 0.84 -2.21
H 1.53 -0.17 -6.46
H 1.95 -0.61 -4.80
H 1.34 1.00 -5.15
H -0.33 -2.11 -7.15
H -1.82 -2.47 -6.29
H -0.28 -3.10 -5.70
H -1.73 0.92 -6.66
H -1.71 1.52 -5.00
H -2.82 0.23 -5.46
H -2.31 -2.69 -3.89
H -2.96 -3.23 -1.55
H -1.83 -2.05 0.32
O -2.74 -1.80 5.84
C -2.28 -2.64 5.06
O -2.33 -3.87 4.97
C -1.43 -1.95 3.92
C -0.30 -2.59 3.40
C 0.43 -1.97 2.42
N 0.10 -0.77 1.91
C -0.97 -0.14 2.45
C -1.74 -0.68 3.45
C -1.21 1.24 1.88
O -1.93 2.03 2.45
O -0.51 1.48 0.82
H -0.04 -3.57 3.77
H 1.30 -2.45 1.97
H -2.58 -0.13 3.85
C 4.00 -0.94 -0.23
C 2.53 -0.86 -0.12
O 1.75 -1.73 -0.53
H 4.33 -0.07 -0.80
H 4.31 -1.86 -0.72
H 4.45 -0.86 0.76
C 0.57 4.51 1.73
N 0.97 3.53 2.72
C 0.41 3.57 4.08
C 1.00 2.31 4.73
N 1.55 1.61 3.57
C 1.58 2.38 2.48
S 2.40 1.95 1.05
H -0.51 4.59 1.73
H 0.89 4.16 0.75
H 1.03 5.48 1.94
H -0.68 3.53 4.02
H 0.72 4.48 4.59
H 0.24 1.71 5.24
H 1.79 2.54 5.44
H 2.09 0.76 3.63
```

Properties
HOMO level (spin up / spin down): -7.9 / -7.9 eV
⟨S²⟩: 2.024
Multiplicity: 3
Orbital gap (spin up / spin down): 7.3 / 6.2 eV
Energy above the lowest of the compared OMol25 structures with the same formula, charge and spin: 6.03 kcal/mol
Total energy: -69803.9142 eV
F_max: 1.30 eV/Å

Mulliken population analysis, charges in e, atoms 1 to 6: number 1, Mo, carries -0.53; number 2, C, carries -1.08; number 3, Si, carries 0.22; number 4, C, carries -1.13; number 5, C, carries -1.10; number 6, C, carries 0.03


Repeat the fourth record exactly.
Below is a structure of composition C21H26MoN4O5S2Si at a distorted geometry, with properties calculated with ωB97M-V/def2-TZVPD.

```
60
C21H26MoN4O5S2Si (ωB97M-V/def2-TZVPD)
Mo 0.80 0.11 0.15
C 1.24 -0.05 -5.41
Si -0.52 -0.66 -5.14
C -0.76 -2.24 -6.16
C -1.82 0.63 -5.61
C -0.95 -1.13 -3.34
C -1.87 -2.14 -3.06
C -2.23 -2.47 -1.76
C -1.62 -1.81 -0.72
N -0.75 -0.83 -0.95
C -0.44 -0.47 -2.21
S 0.71 0.84 -2.21
H 1.53 -0.17 -6.46
H 1.95 -0.61 -4.80
H 1.34 1.00 -5.15
H -0.33 -2.11 -7.15
H -1.82 -2.47 -6.29
H -0.28 -3.10 -5.70
H -1.73 0.92 -6.66
H -1.71 1.52 -5.00
H -2.82 0.23 -5.46
H -2.31 -2.69 -3.89
H -2.96 -3.23 -1.55
H -1.83 -2.05 0.32
O -2.74 -1.80 5.84
C -2.28 -2.64 5.06
O -2.33 -3.87 4.97
C -1.43 -1.95 3.92
C -0.30 -2.59 3.40
C 0.43 -1.97 2.42
N 0.10 -0.77 1.91
C -0.97 -0.14 2.45
C -1.74 -0.68 3.45
C -1.21 1.24 1.88
O -1.93 2.03 2.45
O -0.51 1.48 0.82
H -0.04 -3.57 3.77
H 1.30 -2.45 1.97
H -2.58 -0.13 3.85
C 4.00 -0.94 -0.23
C 2.53 -0.86 -0.12
O 1.75 -1.73 -0.53
H 4.33 -0.07 -0.80
H 4.31 -1.86 -0.72
H 4.45 -0.86 0.76
C 0.57 4.51 1.73
N 0.97 3.53 2.72
C 0.41 3.57 4.08
C 1.00 2.31 4.73
N 1.55 1.61 3.57
C 1.58 2.38 2.48
S 2.40 1.95 1.05
H -0.51 4.59 1.73
H 0.89 4.16 0.75
H 1.03 5.48 1.94
H -0.68 3.53 4.02
H 0.72 4.48 4.59
H 0.24 1.71 5.24
H 1.79 2.54 5.44
H 2.09 0.76 3.63
```

Properties
HOMO level (spin up / spin down): -7.9 / -7.9 eV
⟨S²⟩: 2.024
Multiplicity: 3
Orbital gap (spin up / spin down): 7.3 / 6.2 eV
Energy above the lowest of the compared OMol25 structures with the same formula, charge and spin: 6.03 kcal/mol
Total energy: -69803.9142 eV
F_max: 1.30 eV/Å

Mulliken population analysis, charges in e, atoms 1 to 6: number 1, Mo, carries -0.53; number 2, C, carries -1.08; number 3, Si, carries 0.22; number 4, C, carries -1.13; number 5, C, carries -1.10; number 6, C, carries 0.03


> Among the records above, which one has the highest total energy?

C3H10O3


> What is the formula in the third record?

C39H60BNO21S


> The lowest F_max belongs to which entry?

C39H60BNO21S